--- A ---
This record from the OMol25 dataset describes a 3-piece molecular cluster, C2H9NO3 overall. The level of theory is the ωB97M-V functional and the def2-TZVPD basis.

Summary:
**Orbital gap**: 10.7 eV
**Charge**: 0

Cartesian coordinates (Å):
O 1.52744 -1.92229 -3.74739
C 0.28483 -2.81099 -1.82324
H 1.93112 3.46856 4.92960
H 1.03770 -3.47838 -1.35168
H -2.30738 4.39295 4.76995
H -0.69365 -3.24138 -1.82459
H -1.37427 4.20116 3.62338
O 1.42113 4.02967 4.32039
C 0.54441 -2.49586 -3.32799
H 0.20429 -1.97958 -1.12778
H -0.24318 -2.98437 -5.23622
H 1.01228 4.49508 4.92629
H -0.93518 -3.61923 -3.88470
O -1.92696 4.88667 4.04777
N -0.48257 -2.94201 -4.29379

=====

--- B ---
This record from the OMol25 dataset describes a 3-piece molecular cluster, C2H9NO3 overall. The level of theory is the ωB97M-V functional and the def2-TZVPD basis.

Summary:
**Orbital gap**: 10.4 eV
**Charge**: 0

Cartesian coordinates (Å):
H 1.21711 1.90930 -0.80151
O 3.01186 -0.95527 -1.51791
H -2.47855 0.71119 -0.24601
H 2.54909 -1.13184 -2.33918
H 0.48318 0.95913 -1.86281
N 0.30141 1.57584 -1.07643
H 0.38543 -0.07147 0.28290
H -0.83586 -0.66554 2.41454
H -0.49469 1.40872 0.84336
H -1.66717 -1.47254 3.41783
O -1.55260 -0.57919 3.06535
C -0.27653 0.75925 -0.00512
O -1.64140 -1.01536 -0.86899
C -1.57050 0.10276 -0.43315
H 2.56923 -1.53497 -0.87289

=====

What should be chosen as the least stable of them? Choose B.